1.
The following is a DFT calculation (ωB97M-V/def2-TZVPD) of a structure of composition C47H34N5ORuTe.

```
89
Properties=species:S:1:pos:R:3
Ru 0.180 -0.277 0.032
C 3.217 1.419 6.979
C 3.604 2.028 5.790
C 3.033 1.647 4.587
C 2.047 0.656 4.529
C 1.693 0.034 5.729
C 2.258 0.417 6.939
C 1.444 0.265 3.235
C 2.364 -0.202 2.227
C 3.680 -0.606 2.485
C 4.181 -1.128 1.296
C 3.150 -1.034 0.347
C 3.097 -1.737 -0.928
C 4.251 -1.810 -1.843
C 4.074 -2.113 -3.209
C 5.135 -2.189 -4.099
C 6.430 -1.909 -3.688
C 6.620 -1.509 -2.372
C 5.563 -1.449 -1.479
C 1.920 -2.355 -1.298
N 0.634 -2.004 -0.906
C -0.235 -2.791 -1.622
C -1.577 -2.588 -1.811
C -2.328 -3.581 -2.636
C -2.148 -3.662 -4.015
C -2.843 -4.592 -4.778
C -3.746 -5.456 -4.175
C -3.943 -5.382 -2.801
C -3.240 -4.456 -2.044
C -2.318 -1.478 -1.282
C -3.746 -1.347 -1.419
C -4.104 -0.232 -0.742
C -2.882 0.378 -0.196
N -1.796 -0.461 -0.613
C -2.897 0.791 1.221
C -1.904 0.583 2.129
C -2.004 1.092 3.498
C -0.798 0.962 4.066
C 0.088 0.345 3.086
N -0.649 0.020 1.958
C -4.176 1.379 1.721
C -5.164 0.561 2.266
C -6.346 1.092 2.768
C -6.561 2.464 2.731
C -5.588 3.290 2.185
C -4.411 2.751 1.680
C 0.527 -3.833 -2.302
C 1.825 -3.522 -2.162
N 2.051 -0.444 0.914
H 3.664 1.717 7.921
H 4.357 2.809 5.805
H 3.340 2.115 3.659
H 0.958 -0.761 5.694
H 1.957 -0.080 7.855
H 4.180 -0.570 3.441
H 5.116 -1.651 1.187
H 3.074 -2.238 -3.596
H 4.937 -2.432 -5.137
H 7.259 -1.958 -4.384
H 7.611 -1.224 -2.033
H 5.749 -1.080 -0.486
H -1.449 -2.979 -4.484
H -2.685 -4.636 -5.850
H -4.294 -6.178 -4.769
H -4.646 -6.052 -2.319
H -3.392 -4.395 -0.973
H -4.380 -1.978 -2.021
H -5.091 0.160 -0.568
H -2.887 1.543 3.924
H -0.504 1.294 5.048
H -4.988 -0.509 2.297
H -7.097 0.436 3.193
H -7.480 2.884 3.123
H -5.750 4.361 2.143
H -3.656 3.386 1.236
H 0.100 -4.674 -2.824
H 2.673 -4.081 -2.524
N 0.686 3.962 -0.445
C 0.506 2.625 -0.569
O 0.192 1.956 0.413
C 0.635 1.990 -1.906
C 0.970 0.509 -1.750
H 0.570 4.377 0.462
H 0.978 4.519 -1.224
H 1.339 2.544 -2.542
H -0.367 2.101 -2.341
H 2.057 0.374 -1.754
H 0.565 -0.035 -2.609
Te -3.123 2.186 -1.647
```

Output
- HOMO level (spin up / spin down) (eV) = -0.1 / -0.1
- ΔE to the lowest compared entry with this formula, charge and spin (kcal per mole) = 15.6
- 2S+1 = 2
- total charge = -2
- gap between HOMO and LUMO (spin up / spin down) (eV) = 4.30 / 4.27
- maximum force (eV Å⁻¹) = 0.50

2.
The following is a DFT calculation (ωB97M-V/def2-TZVPD) of a structure of composition C34H36F5FeN5P.

```
82
Properties=species:S:1:pos:R:3
Fe -0.262 0.493 -0.688
C -3.923 0.455 -2.865
C -2.834 0.485 -1.852
N -1.631 0.876 -2.057
C -1.168 1.424 -3.327
C 0.339 1.237 -3.424
N 1.014 1.409 -2.103
C 1.654 2.749 -1.994
C 0.687 3.921 -1.992
N -0.347 3.813 -0.974
C 0.086 4.140 0.379
C 0.714 2.944 1.103
N -0.181 1.803 0.978
C -0.926 1.472 1.972
C -0.924 2.081 3.335
C -2.026 0.558 1.581
C -3.202 0.352 2.284
C -4.331 -0.041 1.576
C -4.291 -0.062 0.189
C -3.069 0.137 -0.432
N -1.946 0.256 0.282
H -3.791 1.218 -3.628
H -4.898 0.599 -2.405
H -3.929 -0.525 -3.351
H -1.436 2.482 -3.336
H -1.649 0.944 -4.179
H 0.755 1.933 -4.154
H 0.553 0.232 -3.778
H 1.792 0.760 -2.122
H 2.333 2.871 -2.843
H 2.280 2.749 -1.105
H 0.199 3.988 -2.966
H 1.288 4.834 -1.889
H -1.122 4.410 -1.224
H -0.792 4.454 0.946
H 0.801 4.972 0.403
H 0.900 3.214 2.141
H 1.671 2.685 0.665
H 0.087 2.224 3.707
H -1.444 1.441 4.041
H -1.427 3.051 3.317
H -3.260 0.556 3.343
H -5.263 -0.220 2.095
H -5.194 -0.199 -0.388
F 2.202 -1.010 -2.247
C 1.062 -1.759 -2.300
C -0.113 -1.308 -1.702
C -1.126 -2.254 -1.817
F -2.333 -2.063 -1.235
C -1.015 -3.484 -2.446
F -2.052 -4.313 -2.465
C 0.185 -3.861 -3.015
F 0.326 -5.035 -3.597
C 1.242 -2.974 -2.934
F 2.424 -3.292 -3.441
C 3.081 0.124 0.439
P 1.440 -0.609 0.734
C 1.234 -0.443 2.540
C 0.231 -1.163 3.194
C 0.102 -1.101 4.573
C 0.973 -0.319 5.321
C 1.967 0.406 4.681
C 2.095 0.349 3.299
C 1.683 -2.397 0.525
C 0.587 -3.255 0.626
C 0.749 -4.622 0.487
C 2.009 -5.149 0.228
C 3.101 -4.305 0.120
C 2.944 -2.933 0.272
H 3.807 -0.296 1.135
H 3.056 1.201 0.584
H 3.406 -0.089 -0.576
H -0.438 -1.805 2.636
H -0.664 -1.684 5.067
H 0.885 -0.287 6.398
H 2.659 1.006 5.258
H 2.892 0.912 2.832
H -0.409 -2.858 0.789
H -0.109 -5.278 0.570
H 2.135 -6.217 0.109
H 4.084 -4.709 -0.083
H 3.815 -2.300 0.180
```

Output
- HOMO level (spin up / spin down) (eV) = -14.0 / -14.0
- ΔE to the lowest compared entry with this formula, charge and spin (kcal per mole) = 13.9
- 2S+1 = 2
- total charge = +2
- gap between HOMO and LUMO (spin up / spin down) (eV) = 7.53 / 7.51
- maximum force (eV Å⁻¹) = 0.09

3.
The following is a DFT calculation (ωB97M-V/def2-TZVPD) of a cluster of 2 separate species, C4H12O in total in a non-equilibrium geometry.

```
17
Properties=species:S:1:pos:R:3
C 1.367 0.252 -1.941
C 1.384 0.310 -0.394
O 2.722 0.571 0.023
H 0.326 0.108 -2.252
H 2.086 -0.556 -2.203
H 1.720 1.208 -2.290
H 0.761 1.172 -0.038
H 1.037 -0.618 0.033
H 3.197 0.941 -0.721
C -1.881 -1.168 1.039
C -1.853 0.300 1.506
H -2.853 -1.653 0.909
H -1.420 -1.087 0.042
H -1.179 -1.800 1.648
H -1.804 0.925 0.609
H -0.885 0.496 1.966
H -2.723 0.597 2.066
```

Output
- HOMO level (eV) = -10.3
- ΔE to the lowest compared entry with this formula, charge and spin (kcal per mole) = 19.1
- gap between HOMO and LUMO (eV) = 11.28
- maximum force (eV Å⁻¹) = 1.92

4.
The following is a DFT calculation (ωB97M-V/def2-TZVPD) of the ion C4H6ClFN3 with charge +1 in a non-equilibrium geometry.

```
15
Properties=species:S:1:pos:R:3
H 1.338 -2.436 -0.037
N 0.877 -1.612 0.232
C 1.313 -0.460 0.157
N 2.438 -0.005 -0.391
C 0.438 0.758 0.792
C -0.529 0.730 -0.353
N -1.712 0.285 -0.222
C -2.835 -0.176 -0.151
F -3.138 -1.462 -0.019
Cl -4.309 0.752 0.103
H 2.645 0.975 -0.399
H 3.073 -0.609 -1.019
H 0.921 1.709 0.975
H -0.111 0.328 1.663
H -0.409 1.224 -1.332
```

Output
- HOMO level (eV) = -13.7
- ΔE to the lowest compared entry with this formula, charge and spin (kcal per mole) = 58.2
- total charge = +1
- gap between HOMO and LUMO (eV) = 8.20
- maximum force (eV Å⁻¹) = 4.43